[1]
C5H10O | ωB97M-V/def2-TZVPD

The geometry in XYZ format:
```
16
Properties=species:S:1:pos:R:3:forces:R:3
C 2.263592 -0.962809 0.254880 0.1 0.5 0.5
C 1.584188 0.226057 0.334268 1.6 -3.2 -0.3
C 1.871948 1.385368 -0.545208 -1.3 1.1 0.6
H 1.968134 -1.844860 0.943170 0.7 1.6 -1.3
H 3.202153 -1.072230 -0.401558 -1.7 0.0 0.9
H 0.811833 0.222938 1.079134 -0.4 0.6 0.0
H 1.076387 1.552727 -1.318431 0.6 -0.2 0.7
H 2.807789 1.259394 -1.040348 0.7 0.0 -0.4
H 1.907832 2.299550 0.090667 0.0 -0.4 -0.6
C -2.619490 -0.855705 -0.777084 -1.2 -1.0 -0.3
C -1.736288 -0.633383 0.152106 0.8 2.7 -0.2
O -1.358403 0.589918 0.692426 -1.6 -0.1 -0.2
H -2.637312 -1.844484 -1.226977 -0.2 0.2 0.2
H -3.429833 -0.186597 -0.961476 -0.2 0.5 -0.6
H -1.042171 -1.333674 0.419021 1.7 -1.8 0.7
H -1.981290 1.270725 0.363614 0.5 -0.4 0.3
```
Forces are in eV/Å.

Calculated values
F_max ... 3.58 eV/Å
Charge ... 0
Structure (SMILES) ... C=CC.C=CO
Energy above the lowest of the compared OMol25 structures with the same formula, charge and spin ... 54.5 kcal/mol

Here are the Löwdin charges for atoms 1 to 4, given in e: C -0.03; C -0.27; C -0.12; H 0.07

[2]
C5H10O | ωB97M-V/def2-TZVPD

The geometry in XYZ format:
```
16
Properties=species:S:1:pos:R:3:forces:R:3
C -1.383854 0.913896 -0.958706 0.0 0.1 0.0
C -0.908897 -0.515950 -1.215818 0.0 0.0 -0.1
C 0.285226 -0.967269 -0.394696 0.1 -0.1 -0.1
O 1.163659 -1.633984 -0.898953 -0.2 0.2 0.1
C 0.394760 -0.566108 1.069550 0.0 0.0 0.0
C 1.593979 0.374270 1.241199 0.1 0.1 0.0
H -0.575160 1.637955 -1.104911 -0.1 -0.1 0.0
H -1.771534 1.042156 0.056322 0.1 0.0 -0.1
H -2.190667 1.172811 -1.650523 0.1 0.0 0.1
H -0.628102 -0.655352 -2.263478 -0.1 0.0 0.1
H -1.726885 -1.219886 -1.008226 0.1 0.1 0.0
H 0.559089 -1.483644 1.644158 0.0 0.1 -0.1
H -0.525470 -0.103205 1.440568 0.1 -0.1 -0.1
H 2.447927 -0.022235 0.683919 -0.1 0.1 0.1
H 1.369266 1.376353 0.860537 0.0 -0.1 0.0
H 1.884135 0.468678 2.291320 -0.1 0.0 -0.1
```
Forces are in eV/Å.

Calculated values
F_max ... 0.30 eV/Å
Charge ... 0
Structure (SMILES) ... CCC(=O)CC
Energy above the lowest of the compared OMol25 structures with the same formula, charge and spin ... 3.3 kcal/mol

Here are the Löwdin charges for atoms 1 to 4, given in e: C -0.10; C -0.17; C -0.42; O 0.08

[3]
C5H10O | ωB97M-V/def2-TZVPD

The geometry in XYZ format:
```
16
Properties=species:S:1:pos:R:3:forces:R:3
C 0.384026 0.351622 0.953442 0.0 -0.1 0.0
C 0.058377 -0.783983 0.335967 0.0 0.1 0.1
C -1.360613 -1.282314 0.271470 -0.1 0.0 0.0
C 1.090378 -1.650522 -0.333819 0.1 0.0 0.0
H -0.362825 0.951892 1.469230 0.1 -0.1 -0.1
H 1.410569 0.710018 0.975992 -0.1 -0.1 0.0
H -2.049244 -0.616095 0.800074 0.1 -0.1 -0.1
H -1.446291 -2.284791 0.709031 0.0 0.1 -0.1
H -1.692062 -1.361104 -0.771777 0.1 0.0 0.1
H 1.089807 -2.654862 0.108952 0.0 0.1 -0.1
H 2.095852 -1.232026 -0.232770 -0.2 0.0 0.0
H 0.872615 -1.770684 -1.402143 0.0 0.0 0.1
C -0.211278 2.570210 -1.120886 0.1 0.0 -0.3
O 0.292487 2.263081 -2.170019 -0.2 0.1 0.4
H -1.296238 2.450670 -0.925998 0.1 -0.1 -0.1
H 0.373362 3.008169 -0.287591 0.0 -0.1 -0.1
```
Forces are in eV/Å.

Calculated values
F_max ... 0.50 eV/Å
Charge ... 0
Structure (SMILES) ... C=C(C)C.C=O
Energy above the lowest of the compared OMol25 structures with the same formula, charge and spin ... 35.2 kcal/mol

Here are the Löwdin charges for atoms 1 to 4, given in e: C -0.01; C -0.43; C -0.08; C -0.07

[4]
C5H10O | ωB97M-V/def2-TZVPD

The geometry in XYZ format:
```
16
Properties=species:S:1:pos:R:3:forces:R:3
C 2.104647 -0.249612 0.057711 0.2 -0.1 0.1
C 1.086319 0.593474 -0.720784 0.0 -0.2 0.1
C 0.065314 -0.211255 -1.516491 0.1 0.6 -0.3
C -1.472159 -0.707406 0.901797 0.0 -0.1 0.2
C -1.732633 0.449616 -0.035643 0.0 0.2 0.2
O -1.196105 0.093940 -1.318037 0.3 -0.8 -0.4
H 2.242861 -1.232529 -0.400446 -0.1 0.1 0.0
H 1.815938 -0.400701 1.104225 -0.1 0.0 -0.2
H 3.080756 0.239916 0.076999 -0.1 0.0 0.0
H 1.620367 1.030044 -1.577283 0.0 0.1 0.1
H 0.734062 1.425529 -0.099782 -0.1 -0.1 0.0
H -0.400679 -0.897522 1.061193 -0.3 0.2 -0.1
H -1.926304 -0.486030 1.865444 -0.1 -0.2 0.1
H -1.903633 -1.619814 0.480112 0.0 0.1 0.2
H -1.316265 1.382172 0.328744 0.1 0.2 0.1
H -2.802483 0.590180 -0.207753 0.2 0.0 0.0
```
Forces are in eV/Å.

Calculated values
F_max ... 0.96 eV/Å
Charge ... 0
Energy above the lowest of the compared OMol25 structures with the same formula, charge and spin ... 79.6 kcal/mol

Here are the Löwdin charges for atoms 1 to 4, given in e: C -0.12; C -0.29; C -0.04; C -0.06

Calculated HOMO energy (eV), listed in the same order as above: -9.2 -9.5 -9.5 -7.9